Record 1
# C3H12O2S

A 3-piece molecular cluster, C3H12O2S overall at a distorted geometry (ωB97M-V/def2-TZVPD, OMol25).

```
18
Properties=species:S:1:pos:R:3:forces:R:3:mulliken_charge:R:1
C -0.46976 -1.45073 -0.91204 1.90 -0.56 0.12 -1.113
C 0.16854 -1.55219 0.47870 -0.73 1.76 -0.39 -0.163
S 1.96931 -1.54817 0.64788 0.54 -1.37 0.47 -0.126
C 2.75307 -0.41118 -0.52150 -0.25 -0.10 0.48 -0.722
H -0.12590 -0.52704 -1.37917 -0.80 0.29 0.00 0.222
H -1.53451 -1.62256 -0.81902 -0.20 0.40 -0.34 0.348
H -0.00685 -2.20525 -1.55447 -0.39 -0.30 0.00 0.329
H -0.31759 -2.35589 1.01387 0.72 -0.63 0.25 0.328
H -0.11034 -0.66515 1.03336 -0.49 0.24 0.14 0.131
H 2.04516 0.00203 -1.19360 -0.70 0.23 -0.84 0.219
H 3.17478 0.43589 0.00672 0.28 -0.05 0.16 0.284
H 3.49999 -0.97412 -1.07046 0.10 0.12 -0.03 0.267
O -1.80998 2.82085 -0.93468 -0.72 -1.20 0.03 -0.640
H -1.64909 1.86291 -0.86592 0.73 0.36 0.14 0.299
H -2.75666 2.73379 -1.12088 -0.01 0.78 -0.06 0.329
O -1.34901 1.56012 2.27766 -0.08 0.07 -0.11 -0.632
H -1.62137 2.36708 1.81959 0.05 -0.14 0.10 0.333
H -1.85979 1.52961 3.09394 0.04 0.08 -0.11 0.307
```
Forces are in eV/Å.

Results
- E: -670.13222 hartree
- LUMO level: 0.54 eV

Record 2
# C4H7F4N2O2S

A 2-piece molecular cluster, C4H7F4N2O2S overall at a distorted geometry (ωB97M-V/def2-TZVPD, OMol25).

```
20
Properties=species:S:1:pos:R:3:forces:R:3:mulliken_charge:R:1
C 0.12610 -2.55282 -0.71981 3.48 0.62 -2.36 -0.972
C -0.97595 -0.34148 -0.99737 -0.92 -4.22 -0.17 -1.032
C 1.21678 -0.46840 -0.15001 0.63 -1.28 1.30 1.134
C 1.43764 0.89114 -0.62543 3.36 1.83 -2.03 -0.119
N -0.63702 3.10417 2.61486 0.47 1.88 -3.40 -0.630
N 0.31769 -1.10112 -0.98810 -0.93 -0.86 -0.06 -0.117
O -1.31247 2.77756 0.20346 -0.11 0.46 0.35 -0.497
O -2.41039 1.37582 1.92211 0.63 0.24 -0.03 -0.565
F 2.44416 -1.17759 0.02287 -1.29 0.32 -0.85 -0.368
F 0.79758 -0.37699 1.16652 -0.11 -0.26 0.29 -0.311
F 1.66414 0.87275 -2.02611 -1.14 0.10 1.06 -0.279
F 2.69911 1.29375 -0.22078 -1.06 0.35 0.76 -0.280
S -1.25593 2.21486 1.54377 -0.45 -1.00 -0.31 0.823
H 1.06312 -2.87198 -0.19089 -1.32 -0.01 0.09 0.360
H -0.77970 -2.61099 -0.20199 -1.31 -1.11 0.84 0.354
H 0.23767 -3.12007 -1.72940 -0.98 0.85 1.66 0.225
H -1.60606 -0.75969 -1.82215 0.56 0.10 0.44 0.347
H -1.55697 -0.57673 -0.05812 0.66 0.97 -0.67 0.309
H -0.81156 0.63621 -1.25482 0.22 2.51 0.11 0.374
H -0.65795 2.79162 3.51140 -0.38 -1.51 2.99 0.244
```
Forces are in eV/Å.

Results
- E: -1214.14973 hartree
- Charge: -1
- LUMO level (alpha / beta): 3.28 / 1.86 eV

Record 3
# C2H2ClF2NO2

The molecule C2H2ClF2NO2 at a distorted geometry (ωB97M-V/def2-TZVPD, OMol25).

```
10
Properties=species:S:1:pos:R:3:forces:R:3:mulliken_charge:R:1
O -1.95546 -1.19556 -0.86905 -0.84 0.08 -1.79 -0.553
N -1.11149 -1.26254 -0.03657 0.59 2.31 1.51 0.970
O -1.12618 -1.97964 0.91757 0.30 -1.19 1.03 -0.514
C 0.02419 -0.24231 -0.06424 2.96 -5.29 -1.25 -0.782
C 1.24231 -1.16436 -0.92904 -0.73 1.66 1.09 0.606
F 1.35267 -2.41907 -0.39005 -0.08 1.90 -1.09 -0.180
F 1.00888 -1.25480 -2.28169 0.40 0.04 2.32 -0.180
Cl 2.80352 -0.17939 -0.59140 -1.36 -1.23 -0.63 -0.166
H -0.17148 0.62444 -0.56169 -0.90 2.04 -1.67 0.397
H 0.48934 -0.07081 0.89000 -0.34 -0.33 0.49 0.403
```
Forces are in eV/Å.

Results
- E: -942.44042 hartree
- LUMO level: -0.18 eV

Record 4
# C40H36AsNO4PRhS2

C40H36AsNO4PRhS2 as an isolated structure (ωB97M-V/def2-TZVPD, OMol25).

```
86
Properties=species:S:1:pos:R:3:forces:R:3:mulliken_charge:R:1
Rh -0.87843 1.06484 0.47256 0.45 -0.37 -0.64 0.519
C -8.08588 -2.00533 -3.39690 -0.03 0.00 -0.01 -1.557
C -7.03696 -1.17463 -2.71172 0.03 0.03 0.02 0.921
C -5.83916 -1.73971 -2.29028 0.00 -0.01 0.00 -1.003
C -4.85715 -0.96833 -1.68405 0.09 -0.01 0.02 0.481
C -5.07277 0.38641 -1.48718 -0.02 -0.08 -0.03 0.397
C -6.26018 0.97274 -1.91169 0.05 0.00 0.01 -1.080
C -7.23062 0.19225 -2.51254 -0.03 -0.04 -0.02 -0.728
S -3.88538 1.42307 -0.66305 0.60 -0.12 0.33 0.977
O -4.14805 1.40169 0.75041 -0.40 0.04 0.39 -0.712
O -3.96514 2.68676 -1.35191 0.13 -0.02 0.01 -0.767
N -2.47069 0.65293 -0.83730 -0.82 0.26 -0.23 -0.060
C -1.99600 0.73013 -2.22382 0.08 -0.05 0.10 -0.421
C -0.78424 1.63522 -2.36200 0.09 0.13 -0.14 -0.199
O -0.41931 2.10453 -3.41450 -0.06 -0.11 0.09 -0.690
O -0.11654 1.80905 -1.22908 -0.07 -0.24 -0.32 -0.744
H -7.93130 -3.06800 -3.21348 0.00 0.00 0.00 0.353
H -8.05975 -1.84618 -4.47697 0.00 0.00 0.00 0.305
H -9.08563 -1.74044 -3.05170 0.00 0.00 0.00 0.390
H -5.66618 -2.79862 -2.44415 0.01 0.00 0.00 0.399
H -3.91622 -1.41480 -1.37733 -0.07 0.03 -0.07 0.084
H -6.40481 2.03627 -1.77807 0.00 0.00 0.01 0.482
H -8.15467 0.65231 -2.84306 0.00 0.00 0.01 0.391
H -2.77855 1.06662 -2.90438 0.10 0.05 -0.03 0.845
H -1.68893 -0.26888 -2.54611 -0.08 0.11 -0.14 0.201
S -1.50152 1.22915 2.67644 0.06 -0.06 0.41 -0.534
C 0.00532 1.01504 3.61445 0.07 0.09 -0.18 0.521
C -0.10369 0.65146 4.95748 0.05 0.02 0.00 -0.533
C 1.03462 0.46352 5.72851 0.01 -0.01 -0.03 -0.748
C 2.30342 0.62207 5.18137 -0.04 0.01 0.05 -0.760
C 2.42843 0.99209 3.85013 -0.02 -0.04 -0.02 -0.354
C 1.29366 1.18631 3.07553 -0.19 0.09 0.23 -0.235
As 1.27382 1.71960 1.23949 -0.10 -0.01 0.19 2.236
C 2.92557 1.19310 0.37488 0.01 -0.04 0.12 0.875
C 3.99029 2.08748 0.31399 0.03 -0.02 0.05 -0.812
C 5.18131 1.71196 -0.29310 0.00 0.01 -0.01 -0.727
C 5.31947 0.44795 -0.84530 -0.04 -0.02 0.01 -0.586
C 4.25921 -0.44630 -0.78899 0.06 0.03 -0.01 -1.158
C 3.07127 -0.07130 -0.18386 -0.12 -0.08 -0.03 0.330
C 1.46075 3.63795 1.27626 -0.08 -0.09 0.07 0.053
C 1.73023 4.30423 2.46549 -0.03 0.02 -0.02 -0.253
C 1.87809 5.68477 2.45619 0.00 -0.02 -0.01 -0.767
C 1.75464 6.38543 1.26536 -0.01 0.02 0.01 -0.440
C 1.47387 5.71348 0.08313 -0.01 -0.02 -0.05 -0.793
C 1.32447 4.33436 0.07962 -0.01 0.08 0.01 -0.148
H -1.08704 0.50182 5.38598 0.00 0.01 0.00 0.463
H 0.92871 0.17429 6.76668 0.00 0.00 0.00 0.380
H 3.18462 0.46075 5.78799 0.00 0.00 -0.01 0.419
H 3.41103 1.11944 3.40900 0.00 0.01 -0.01 0.492
H 3.90192 3.08098 0.73285 -0.05 0.01 0.01 0.452
H 6.00042 2.41785 -0.33810 0.00 0.00 0.00 0.419
H 6.24633 0.16188 -1.32469 0.00 0.00 0.00 0.383
H 4.35098 -1.43343 -1.22303 0.01 0.00 -0.01 0.460
H 2.25104 -0.77639 -0.16683 0.01 0.08 -0.11 -0.303
H 1.81551 3.75265 3.39395 0.01 0.02 0.00 0.406
H 2.08519 6.21119 3.37880 0.00 0.00 0.00 0.408
H 1.86798 7.46190 1.26121 0.00 0.00 -0.01 0.390
H 1.36121 6.26175 -0.84286 0.01 0.02 0.00 0.422
H 1.09034 3.80383 -0.83653 0.01 0.03 0.02 0.412
C 0.48643 -1.73859 1.88313 -0.13 -0.17 -0.05 -1.588
P -1.00625 -1.08248 1.06925 0.21 0.24 -0.40 3.204
C -2.38920 -1.76173 2.04038 0.23 0.02 0.16 0.137
C -2.15138 -2.46975 3.21990 0.01 0.04 -0.02 -0.952
C -3.20585 -3.02529 3.92824 -0.06 0.01 -0.01 -0.799
C -4.50842 -2.88269 3.46983 0.05 0.00 0.01 -0.691
C -4.74989 -2.16951 2.30555 0.01 -0.02 -0.01 -0.936
C -3.69682 -1.61288 1.59870 -0.09 0.21 -0.17 -0.236
C -1.01035 -2.08036 -0.46558 -0.12 -0.09 0.15 1.108
C -1.77385 -3.24542 -0.55835 0.05 0.04 -0.02 -1.027
C -1.71178 -4.03412 -1.69845 0.03 0.01 0.01 -0.700
C -0.87540 -3.68037 -2.74759 -0.01 0.01 0.00 -0.826
C -0.11268 -2.52512 -2.66146 0.01 -0.02 0.01 -1.040
C -0.18772 -1.72549 -1.53041 0.10 0.01 0.00 -0.612
H 0.36104 -2.82245 1.90949 0.09 -0.01 0.08 0.697
H 0.63335 -1.34722 2.88488 -0.06 0.00 0.07 0.334
H 1.37458 -1.51466 1.29180 -0.22 0.01 0.06 0.240
H -1.15366 -2.58913 3.61543 0.08 0.02 -0.04 0.312
H -3.00481 -3.56659 4.84364 -0.01 -0.01 0.00 0.443
H -5.33020 -3.31829 4.02304 0.00 0.00 0.01 0.404
H -5.75945 -2.03440 1.94039 -0.01 0.01 0.01 0.517
H -3.90405 -1.02839 0.71503 0.05 -0.02 0.06 0.466
H -2.42388 -3.53351 0.25574 -0.02 -0.03 0.01 0.418
H -2.31760 -4.92862 -1.76319 0.00 0.00 0.00 0.484
H -0.82685 -4.29693 -3.63564 0.00 0.00 0.00 0.396
H 0.52276 -2.22719 -3.48524 0.00 0.01 0.00 0.500
H 0.35958 -0.79060 -1.50636 0.11 0.00 0.07 0.591
```
Forces are in eV/Å.

Results
- E: -5385.68442 hartree
- LUMO level: -0.62 eV

Record 5
# C5H9O7

A 2-piece molecular cluster, C5H9O7 overall at a distorted geometry (ωB97M-V/def2-TZVPD, OMol25).

```
21
Properties=species:S:1:pos:R:3:forces:R:3:mulliken_charge:R:1
C 0.73280 0.72816 1.97950 0.38 0.32 0.76 -1.679
C 0.46851 0.07872 0.65765 0.92 -0.56 -0.14 1.432
C 1.79392 -0.28089 -0.05636 -0.06 0.00 0.04 -0.195
O 2.14222 -1.40742 -0.35338 -0.33 1.51 0.30 -0.503
C -0.42426 1.03487 -0.15946 -0.97 -0.49 -1.43 0.246
C -0.32206 0.77000 -1.62684 0.79 -0.30 0.78 -0.826
O -1.34715 1.18020 -2.40027 -0.72 -0.17 -0.14 -0.448
O -2.79009 -3.56656 -1.95970 0.75 2.10 -0.13 -0.080
O -2.38020 -2.41465 -2.03444 -0.73 -2.07 0.14 0.081
O -0.29460 2.40242 0.16057 0.84 0.05 0.93 -0.484
O -0.18806 -1.18408 0.83623 0.24 -0.50 1.16 -0.313
O 0.59478 -1.89234 1.90301 -1.05 0.31 -1.15 -0.390
H 1.30530 1.65135 1.83789 -0.15 -0.19 0.15 0.379
H -0.22694 0.96701 2.45649 0.29 0.02 -0.11 0.372
H 1.27249 0.01552 2.60153 0.03 0.40 0.09 0.463
H 2.39584 0.63517 -0.23069 0.36 -0.35 -0.25 0.359
H -1.45715 0.74151 0.05960 -0.20 -0.21 0.43 0.143
H 0.04721 -0.19284 -1.91495 0.55 -0.51 -0.09 0.424
H -1.73609 0.32549 -2.63515 -0.54 0.50 -0.74 0.343
H -0.67932 2.96597 -0.51369 -0.14 -0.27 -0.31 0.339
H 1.09282 -2.55761 1.39245 -0.27 0.40 -0.30 0.339
```
Forces are in eV/Å.

Results
- E: -722.26412 hartree
- <S²>: 1.76
- LUMO level (alpha / beta): -0.21 / -1.04 eV
- Spin multiplicity: 2

Record 6
# C6H7NO2

The molecule C6H7NO2 at a distorted geometry (ωB97M-V/def2-TZVPD, OMol25).

```
16
Properties=species:S:1:pos:R:3:forces:R:3:mulliken_charge:R:1
C -0.18604 -1.12635 -3.01635 -0.60 4.25 1.60 -1.450
C -0.19573 -0.28764 -1.74577 -1.99 3.53 0.12 0.672
O -0.61477 0.92613 -1.74495 1.97 -4.87 0.13 -0.592
N 0.31451 -0.94539 -0.60168 1.35 11.04 -0.20 -0.198
C 0.17295 -0.25519 0.65419 -1.11 -2.62 -0.66 0.669
C -0.37200 -0.70844 1.85754 -0.83 -3.36 -0.52 -0.622
C -0.13305 0.32620 2.75657 1.15 2.60 -3.02 -0.391
C 0.40698 1.34282 1.98351 2.28 3.02 2.40 -0.293
O 0.62371 0.98975 0.72202 -0.09 -1.38 -0.32 -0.228
H -0.70121 -1.98455 -3.07149 -2.16 -2.91 0.08 0.413
H 0.77216 -1.29030 -3.20271 4.60 -1.54 -0.41 0.465
H -0.33252 -0.44575 -3.80608 -1.35 0.74 -1.00 0.388
H 0.07725 -1.78494 -0.56385 -2.15 -9.41 0.46 0.209
H -0.90405 -1.78806 2.19788 1.74 3.26 -1.55 0.171
H -0.37648 0.49745 3.72428 -0.70 -0.07 2.77 0.505
H 1.03310 2.33843 2.17905 -2.12 -2.28 0.12 0.283
```
Forces are in eV/Å.

Results
- E: -437.96342 hartree
- LUMO level: 0.83 eV